Density functional theory data (ωB97M-V/def2-TZVPD) for a 2-piece molecular cluster, H5N2OPS overall in a non-equilibrium geometry.

## Properties
E_tot (a.u.): -927.24007
Orbital gap (spin up / spin down) (eV): 7.786 / 7.785
Molar mass (g mol⁻¹): 112.094
Relative energy (zero: lowest compared OMol25 entry of this formula, charge and spin) (eV): 3.494

Each line ends with the natural charge from an NBO analysis.
Cartesian coordinates (Å):
N1 -0.017150 -0.672227 -1.516641  -1.111
N2 0.078909 -1.092662 1.126059  -1.131
O1 -1.125713 1.853091 0.348360  -1.090
P1 0.619181 -0.098826 -0.029140  1.661
S1 2.491186 0.419694 0.062765  -0.439
H1 0.574898 -0.421606 -2.210541  0.399
H2 -0.898577 -0.225123 -1.769323  0.424
H3 0.121648 -0.874876 2.098660  0.437
H4 -0.766351 -1.395073 0.791807  0.403
H5 -1.078032 2.507609 1.097990  0.446

Cartesian forces, eV/Å:
N -2.2 0.2 4.0
N 1.5 0.4 -0.5
O 1.1 -1.1 0.1
P 1.0 2.5 -0.4
S -1.6 -0.3 -0.3
H 2.8 0.8 -2.7
H -0.2 -0.1 0.5
H 0.1 0.4 0.4
H -2.9 -1.5 -0.2
H 0.5 -1.3 -0.9